ORCA calculation (ωB97M-V/def2-TZVPD) on a 3-piece molecular cluster, C4H5F overall in a non-equilibrium geometry.

ORCA input file:
```
! wB97M-V def2-TZVPD RIJCOSX def2/J DEFGRID3
* xyz 0 1
C -0.931 0.657 0.270
C -0.181 -0.275 -0.991
C 0.821 -0.927 -0.040
C 1.057 -1.962 0.792
H -2.453 0.714 0.185
H -0.792 -0.072 1.325
H 0.349 0.398 -1.784
H -0.732 -0.968 -1.616
H 0.965 -2.705 2.148
F -0.214 1.964 -0.050
*
```

Computed properties:
energy above the lowest of the compared OMol25 structures with the same formula, charge and spin: 183.8 kcal/mol
HOMO: -9.55 eV
energy: -6937.245 eV

And the Löwdin charges, in e, turn out to be: -0.124 -0.194 -0.232 -0.012 0.191 0.141 0.117 0.078 0.204 -0.169